The following is a DFT calculation (the ωB97M-V functional and the def2-TZVPD basis) of a cluster of 2 separate species, C6H18N3 in total.

Last column: Mulliken charge in e.
Geometry (Å):
1 H -0.53 -1.09 -3.21  0.190
2 C -1.01 1.96 0.96  -1.170
3 N -1.12 -0.50 -2.69  -0.607
4 C 0.41 -2.52 -0.85  -1.214
5 H -0.44 2.51 0.11  0.242
6 H -0.18 -3.26 -0.09  0.361
7 H 1.57 1.93 3.21  0.428
8 H -2.01 -0.58 -3.18  0.280
9 H -1.67 -1.79 -1.20  0.370
10 C 0.06 -1.08 -0.69  0.946
11 H 0.82 0.77 -1.42  0.325
12 H 1.73 2.27 1.42  0.233
13 H 0.83 3.20 2.43  0.346
14 H 1.39 -0.58 -2.16  0.341
15 C -0.20 -0.01 2.10  -1.040
16 H -0.13 -0.53 0.51  -1.119
17 H 1.42 -2.76 -0.55  0.444
18 H -1.63 1.23 0.41  0.369
19 C 1.09 2.13 2.32  -1.261
20 H -1.10 -0.61 1.69  0.432
21 N -1.31 -0.81 -1.27  -0.184
22 H 0.21 -2.81 -1.87  0.343
23 C -0.06 1.29 1.87  0.965
24 H 1.87 -0.18 -0.60  0.385
25 N 1.11 -0.21 -1.30  -0.156
26 H 0.41 -0.73 2.57  0.366
27 H -1.54 2.77 1.46  0.385

charge: +1
energy relative to the best compared isomer or geometry (same formula, charge and spin): 512.43 kJ/mol
HOMO: -0.4572 hartree
LUMO energy: -3.315 eV
E_tot: -10973.9554 eV

---

The following is a DFT calculation (the ωB97M-V functional and the def2-TZVPD basis) of a cluster of 3 separate species, C6H18NO2 in total.

Last column: Mulliken charge in e.
Geometry (Å):
1 C -0.34 -0.90 -0.14  0.877
2 H -1.72 -1.11 -1.86  0.333
3 O -2.92 1.05 1.31  -0.606
4 C 0.94 -0.94 2.09  -1.138
5 H 3.94 -0.78 1.26  0.325
6 N 0.06 2.51 -1.68  -0.305
7 H 0.07 2.33 -2.71  0.372
8 H 0.87 -0.31 -1.79  0.274
9 H -3.64 0.45 1.62  0.321
10 H -0.66 1.73 0.27  0.380
11 H -1.47 1.04 -1.15  0.255
12 H -2.13 -2.04 -0.56  0.437
13 H -0.61 3.30 -1.64  0.364
14 C -0.16 -1.28 1.14  -0.618
15 O 3.47 -0.57 0.45  -0.615
16 H -0.66 -2.44 -1.60  0.300
17 C -0.47 1.35 -0.77  -0.730
18 H 1.39 -1.87 2.52  0.368
19 H -0.84 -1.90 1.70  0.377
20 H 0.50 -0.44 2.96  0.345
21 H -3.05 0.99 0.34  0.296
22 H 1.09 2.64 -1.42  0.382
23 H 1.85 -0.44 1.61  0.167
24 H 1.47 0.52 -0.25  0.381
25 C 0.52 0.18 -0.80  -0.396
26 C -1.24 -1.66 -1.01  -1.439
27 H 3.73 -1.40 0.10  0.294

charge: +1
energy relative to the best compared isomer or geometry (same formula, charge and spin): 184.76 kJ/mol
HOMO: -0.4359 hartree
LUMO energy: -3.558 eV
E_tot: -12090.7554 eV

---

The following is a DFT calculation (the ωB97M-V functional and the def2-TZVPD basis) of a cluster of 2 separate species, C6H18NS in total.

Last column: Mulliken charge in e.
Geometry (Å):
1 C -1.67 0.05 -1.50  -0.375
2 H 0.56 0.24 3.38  0.372
3 H -1.97 -1.54 -0.10  0.077
4 H -0.80 0.96 2.79  0.361
5 H -2.06 -2.10 -3.09  0.324
6 N -0.11 0.23 2.61  -0.272
7 H -3.41 -1.12 -1.06  0.351
8 C -2.00 -2.42 -2.06  -1.257
9 H 2.47 1.00 2.21  0.408
10 H 2.40 -0.68 1.73  0.455
11 H 0.24 -0.30 0.60  0.098
12 C 2.11 0.33 1.43  -0.948
13 H -0.58 -0.04 -1.49  0.230
14 H -2.11 0.95 0.44  0.104
15 S 2.92 0.76 -0.13  -0.184
16 H -0.59 -0.67 2.63  0.354
17 C 0.61 0.47 1.26  -0.243
18 H -1.02 -2.84 -1.87  0.305
19 H -2.71 -3.25 -1.94  0.361
20 H 0.33 1.47 0.95  0.370
21 C -2.33 -1.27 -1.10  -0.139
22 C -2.13 1.21 -0.63  -1.118
23 H -3.16 1.47 -0.84  0.448
24 H 3.28 -0.48 -0.47  0.172
25 H -1.50 2.09 -0.77  0.328
26 H -1.93 0.26 -2.54  0.418

charge: +1
energy relative to the best compared isomer or geometry (same formula, charge and spin): 64.41 kJ/mol
HOMO: -0.4826 hartree
LUMO energy: -3.833 eV
E_tot: -18832.5061 eV

---

The following is a DFT calculation (the ωB97M-V functional and the def2-TZVPD basis) of a cluster of 2 separate species, C6H18NSi2 in total.

Last column: Mulliken charge in e.
Geometry (Å):
1 H -3.20 -0.74 1.80  -0.116
2 C -1.47 0.15 0.09  -0.523
3 H 0.67 0.90 2.76  0.353
4 H 3.69 0.24 0.71  0.389
5 H -1.20 1.16 -2.34  0.338
6 C 2.00 -1.54 -0.82  -1.118
7 H -2.34 -0.39 -2.49  0.461
8 H 2.56 -2.17 -0.11  0.418
9 H -0.75 2.10 -0.20  0.210
10 C 2.88 0.93 0.60  -1.051
11 Si -3.21 -0.54 0.36  0.257
12 C -0.13 0.25 0.69  1.065
13 H -1.45 1.84 1.21  0.334
14 H 1.04 0.93 -1.88  -0.078
15 Si 1.57 0.26 -0.58  0.300
16 H 2.47 1.24 1.55  0.269
17 C -1.41 0.10 -2.33  -0.923
18 H 3.47 1.82 0.27  0.371
19 H 1.15 -2.26 -0.92  0.364
20 H -0.72 -0.26 2.83  0.366
21 H -3.86 -1.67 -0.35  -0.046
22 N -1.03 1.41 0.38  -0.158
23 H 0.90 -0.83 2.28  0.374
24 H -4.04 0.51 -0.30  -0.049
25 H -0.58 -0.56 -2.35  0.265
26 C 0.18 0.01 2.20  -1.430
27 H 2.56 -1.79 -1.83  0.358

charge: +1
energy relative to the best compared isomer or geometry (same formula, charge and spin): 426.76 kJ/mol
HOMO (spin up / spin down): -0.4594 / -0.4594 hartree
LUMO energy (spin up / spin down): -4.030 / -4.029 eV
E_tot: -23747.1919 eV